Record 1
{"formula": "C39H47GeLiO3S3Te", "method": "ωB97M-V/def2-TZVPD", "symbols": ["Li", "C", "C", "S", "C", "C", "S", "H", "H", "H", "H", "H", "H", "C", "Te", "C", "C", "C", "C", "C", "C", "C", "H", "H", "H", "H", "H", "H", "H", "H", "C", "C", "C", "S", "O", "C", "C", "C", "H", "H", "H", "H", "H", "H", "H", "H", "H", "H", "H", "H", "H", "H", "O", "C", "O", "C", "C", "Ge", "C", "C", "C", "C", "C", "C", "C", "C", "C", "C", "C", "C", "C", "C", "C", "C", "C", "C", "H", "H", "H", "H", "H", "H", "H", "H", "H", "H", "H", "H", "H", "H", "H", "H", "H", "H", "H"], "xyz": [[0.089, -0.224, -0.293], [-1.851, -3.253, 2.590], [-1.017, -2.549, 1.532], [-1.787, -1.133, 0.855], [0.195, -3.034, 1.186], [0.813, -4.246, 1.848], [1.229, -2.355, -0.066], [-2.734, -2.651, 2.792], [-1.300, -3.374, 3.529], [-2.164, -4.243, 2.241], [0.147, -4.742, 2.557], [1.735, -3.957, 2.363], [1.102, -4.979, 1.090], [1.628, -0.944, -4.606], [1.738, 0.197, -2.715], [2.734, 1.611, -4.029], [3.219, 0.865, -5.231], [4.211, 1.381, -6.059], [4.675, 0.666, -7.154], [4.123, -0.572, -7.448], [3.120, -1.084, -6.638], [2.671, -0.387, -5.519], [0.643, -0.831, -5.067], [1.788, -2.013, -4.465], [3.553, 2.084, -3.492], [2.040, 2.402, -4.324], [4.631, 2.355, -5.835], [5.467, 1.072, -7.772], [4.475, -1.138, -8.302], [2.680, -2.047, -6.869], [-3.503, -3.386, -5.299], [-2.545, -3.736, -4.161], [-1.739, -2.548, -3.679], [-0.887, -2.900, -2.030], [-1.812, -3.864, -1.395], [0.440, -3.971, -2.797], [0.477, -5.297, -2.068], [1.515, -6.258, -2.638], [-4.104, -4.253, -5.584], [-2.949, -3.047, -6.178], [-4.180, -2.586, -4.994], [-1.872, -4.534, -4.492], [-3.104, -4.116, -3.303], [-2.395, -1.702, -3.458], [-0.969, -2.233, -4.384], [1.365, -3.414, -2.643], [0.249, -4.102, -3.865], [-0.518, -5.745, -2.101], [0.699, -5.088, -1.023], [1.320, -6.467, -3.694], [1.499, -7.204, -2.093], [2.515, -5.829, -2.552], [2.324, 2.221, -1.064], [1.439, 2.242, -0.177], [0.405, 1.527, -0.146], [1.622, 3.245, 0.970], [0.298, 3.919, 1.337], [-0.574, 3.330, 3.019], [0.477, 4.047, 4.552], [0.230, 5.229, 5.252], [1.019, 5.611, 6.326], [2.094, 4.827, 6.720], [2.368, 3.655, 6.024], [1.567, 3.273, 4.963], [-2.438, 3.975, 2.848], [-3.169, 3.336, 1.841], [-4.490, 3.666, 1.598], [-5.116, 4.650, 2.353], [-4.406, 5.291, 3.359], [-3.082, 4.954, 3.600], [-0.734, 1.450, 3.567], [-1.718, 1.177, 4.513], [-1.787, -0.061, 5.130], [-0.839, -1.032, 4.835], [0.134, -0.777, 3.883], [0.176, 0.451, 3.237], [2.373, 3.973, 0.666], [2.030, 2.684, 1.816], [-0.427, 3.763, 0.538], [0.435, 4.999, 1.447], [-0.594, 5.865, 4.952], [0.803, 6.530, 6.860], [2.710, 5.122, 7.560], [3.212, 3.040, 6.313], [1.775, 2.345, 4.443], [-2.689, 2.557, 1.254], [-5.041, 3.152, 0.820], [-6.152, 4.908, 2.170], [-4.890, 6.052, 3.961], [-2.546, 5.456, 4.396], [-2.456, 1.936, 4.755], [-2.583, -0.268, 5.836], [-0.874, -1.992, 5.336], [0.857, -1.538, 3.617], [0.900, 0.612, 2.448]], "gap_ev": 3.91, "energy_ha": -5287.13906, "fmax_ev_per_a": 1.6, "total_charge": -2, "e_homo_ev": 0.07, "relative_energy_kcal_mol": 31.8, "spin_multiplicity": 1}



Record 2
{"formula": "C39H48BFN10O3", "method": "ωB97M-V/def2-TZVPD", "symbols": ["C", "C", "B", "C", "O", "N", "C", "O", "F", "N", "C", "C", "C", "O", "H", "H", "H", "H", "H", "H", "H", "H", "C", "C", "C", "N", "C", "H", "H", "H", "H", "H", "C", "C", "C", "N", "C", "H", "H", "H", "H", "H", "C", "C", "C", "N", "C", "H", "H", "H", "H", "H", "C", "C", "C", "N", "C", "H", "H", "H", "H", "H", "C", "C", "C", "N", "C", "H", "H", "H", "H", "H", "C", "C", "C", "N", "C", "H", "H", "H", "H", "H", "C", "C", "C", "N", "C", "H", "H", "H", "H", "H", "C", "C", "C", "N", "C", "H", "H", "H", "H", "H"], "xyz": [[-2.505, -0.983, -1.557], [-2.641, -0.205, -2.496], [-2.753, 0.940, -3.610], [-4.070, 1.052, -4.577], [-3.919, 0.573, -5.692], [-5.329, 1.637, -4.121], [-6.391, 0.670, -4.005], [-6.610, -0.029, -3.062], [-7.248, 0.594, -5.103], [-1.623, 1.903, -3.686], [-0.910, 1.872, -5.000], [-2.068, 3.239, -3.311], [-2.518, 4.376, -4.306], [-2.142, 3.496, -2.113], [-1.970, -1.625, -0.809], [-5.221, 2.210, -3.280], [-1.584, 2.112, -5.876], [-0.003, 2.550, -4.956], [-0.505, 0.819, -5.136], [-2.446, 4.059, -5.382], [-3.570, 4.681, -4.024], [-1.854, 5.272, -4.134], [-10.057, 3.199, -1.097], [-10.657, 2.065, -0.493], [-9.780, 1.017, -0.632], [-8.678, 1.474, -1.300], [-8.836, 2.804, -1.583], [-10.473, 4.192, -1.167], [-11.621, 2.021, -0.011], [-9.847, -0.012, -0.315], [-7.873, 0.919, -1.546], [-8.069, 3.354, -2.105], [2.929, 1.202, -3.511], [3.815, 0.112, -3.309], [3.136, -0.837, -2.589], [1.876, -0.360, -2.343], [1.740, 0.880, -2.906], [3.139, 2.119, -4.040], [4.835, 0.033, -3.653], [3.439, -1.808, -2.229], [1.161, -0.846, -1.830], [0.811, 1.423, -2.826], [-11.000, 3.573, 4.885], [-11.024, 2.187, 5.181], [-10.488, 1.530, 4.102], [-10.146, 2.467, 3.164], [-10.450, 3.715, 3.636], [-11.346, 4.377, 5.517], [-11.391, 1.722, 6.083], [-10.322, 0.480, 3.920], [-9.735, 2.268, 2.266], [-10.251, 4.593, 3.043], [-0.108, -0.769, 3.491], [-0.125, -2.155, 3.793], [0.429, -2.814, 2.726], [0.776, -1.878, 1.787], [0.456, -0.628, 2.249], [-0.467, 0.035, 4.114], [-0.500, -2.617, 4.693], [0.605, -3.864, 2.552], [1.200, -2.078, 0.898], [0.656, 0.250, 1.655], [4.750, -1.100, 1.000], [3.930, -1.370, 2.127], [4.738, -1.357, 3.234], [6.018, -1.093, 2.818], [6.031, -0.931, 1.458], [4.435, -1.036, -0.030], [2.865, -1.553, 2.122], [4.515, -1.512, 4.278], [6.823, -1.028, 3.418], [6.949, -0.711, 0.935], [2.284, -4.895, -5.537], [2.121, -3.654, -4.867], [3.179, -2.856, -5.222], [3.977, -3.569, -6.076], [3.435, -4.811, -6.278], [1.630, -5.751, -5.483], [1.318, -3.377, -4.201], [3.433, -1.848, -4.941], [4.828, -3.232, -6.492], [3.915, -5.525, -6.927], [10.035, -0.797, 1.107], [9.444, -1.934, 1.716], [10.328, -2.974, 1.584], [11.428, -2.511, 0.915], [11.260, -1.183, 0.625], [9.612, 0.193, 1.031], [8.480, -1.984, 2.196], [10.268, -4.002, 1.906], [12.235, -3.060, 0.674], [12.024, -0.631, 0.102], [4.988, 0.636, 8.576], [4.975, -0.750, 8.879], [5.520, -1.407, 7.807], [5.859, -0.472, 6.865], [5.542, 0.777, 7.330], [4.633, 1.440, 9.202], [4.607, -1.212, 9.782], [5.696, -2.457, 7.631], [6.276, -0.671, 5.973], [5.737, 1.654, 6.734]], "gap_ev": 6.76, "energy_ha": -2412.74105, "fmax_ev_per_a": 2.6, "e_homo_ev": -8.01, "spin_multiplicity": 1}



Record 3
{"formula": "C39H48FIN8O4PS3W", "method": "ωB97M-V/def2-TZVPD", "symbols": ["W", "C", "C", "C", "C", "C", "C", "C", "C", "C", "S", "C", "N", "H", "H", "H", "H", "H", "H", "H", "H", "S", "C", "N", "C", "C", "C", "C", "C", "C", "S", "H", "H", "H", "H", "F", "C", "C", "N", "C", "C", "O", "O", "C", "O", "N", "C", "O", "H", "H", "H", "H", "N", "P", "N", "C", "C", "C", "C", "C", "N", "C", "C", "C", "C", "C", "N", "C", "C", "C", "C", "C", "H", "H", "H", "H", "H", "H", "H", "H", "H", "H", "H", "H", "H", "H", "H", "H", "H", "H", "H", "H", "H", "H", "H", "H", "H", "H", "H", "H", "H", "H", "I", "C", "H", "H"], "xyz": [[-0.391, -0.333, 0.019], [0.439, -2.218, -3.127], [0.389, -3.074, -1.894], [0.666, -4.436, -2.176], [0.698, -5.355, -1.189], [0.383, -4.953, 0.124], [0.380, -5.890, 1.175], [0.027, -5.489, 2.435], [-0.351, -4.167, 2.663], [-0.372, -3.216, 1.652], [-0.917, -1.629, 2.008], [0.052, -3.590, 0.342], [0.119, -2.637, -0.669], [1.355, -2.447, -3.678], [0.398, -1.166, -2.918], [-0.403, -2.494, -3.768], [0.874, -4.708, -3.203], [0.941, -6.393, -1.384], [0.653, -6.916, 0.959], [0.025, -6.194, 3.257], [-0.655, -3.856, 3.655], [0.924, 1.440, 1.650], [2.073, 0.213, 1.591], [1.858, -0.835, 0.829], [2.944, -1.705, 0.828], [3.117, -2.859, 0.063], [4.285, -3.591, 0.180], [5.307, -3.197, 1.042], [5.168, -2.042, 1.791], [3.997, -1.308, 1.672], [3.602, 0.200, 2.438], [2.356, -3.176, -0.631], [4.405, -4.483, -0.422], [6.214, -3.782, 1.114], [5.963, -1.706, 2.445], [5.239, -1.302, -2.659], [4.829, -0.062, -2.355], [3.628, 0.379, -2.736], [3.192, 1.658, -2.466], [1.813, 2.027, -2.766], [0.823, 1.252, -1.906], [-0.304, 1.693, -1.655], [1.212, 0.133, -1.463], [3.970, 2.545, -1.750], [3.627, 3.675, -1.471], [5.194, 2.036, -1.352], [5.739, 0.778, -1.593], [6.850, 0.481, -1.216], [2.937, -0.258, -3.266], [1.602, 1.833, -3.820], [1.703, 3.090, -2.578], [5.760, 2.672, -0.810], [-1.805, 0.748, 0.566], [-2.783, 1.896, 0.873], [-2.523, 2.495, 2.405], [-3.364, 3.584, 2.910], [-4.239, 3.110, 4.064], [-3.364, 2.683, 5.254], [-1.996, 2.181, 4.768], [-2.126, 1.495, 3.420], [-2.710, 3.253, -0.073], [-3.058, 3.115, -1.493], [-3.618, 4.446, -1.995], [-2.844, 5.619, -1.368], [-1.442, 5.163, -0.976], [-1.522, 4.115, 0.135], [-4.351, 1.374, 0.666], [-5.521, 2.230, 0.557], [-6.372, 1.801, -0.654], [-6.131, 0.323, -0.978], [-5.962, -0.460, 0.317], [-4.686, -0.006, 1.041], [-3.973, 3.973, 2.094], [-2.733, 4.415, 3.250], [-4.840, 2.268, 3.711], [-4.937, 3.899, 4.355], [-3.870, 1.894, 5.815], [-3.232, 3.521, 5.944], [-1.558, 1.487, 5.488], [-1.292, 3.010, 4.664], [-2.865, 0.685, 3.496], [-1.186, 1.042, 3.115], [-3.782, 2.310, -1.608], [-2.173, 2.819, -2.060], [-4.681, 4.524, -1.747], [-3.542, 4.472, -3.085], [-3.363, 5.964, -0.468], [-2.805, 6.468, -2.053], [-0.830, 5.997, -0.631], [-0.934, 4.741, -1.847], [-1.630, 4.613, 1.100], [-0.605, 3.518, 0.160], [-5.210, 3.270, 0.460], [-6.118, 2.159, 1.478], [-6.136, 2.422, -1.523], [-7.429, 1.972, -0.425], [-5.225, 0.208, -1.579], [-6.954, -0.077, -1.575], [-5.895, -1.531, 0.125], [-6.841, -0.294, 0.950], [-3.845, -0.645, 0.771], [-4.827, -0.088, 2.128], [-3.196, -2.861, -1.249], [-1.935, -0.997, -1.409], [-1.637, -1.127, -2.446], [-2.731, -0.255, -1.419]], "gap_ev": 5.49, "energy_ha": -4254.80737, "fmax_ev_per_a": 0.6, "total_charge": -1, "e_homo_ev": -3.07, "relative_energy_kcal_mol": 34.3, "spin_multiplicity": 1}



Record 4
{"formula": "C39H48KN3O4S4", "method": "ωB97M-V/def2-TZVPD", "symbols": ["K", "C", "C", "C", "C", "C", "C", "C", "C", "C", "C", "C", "C", "H", "H", "H", "H", "H", "H", "H", "H", "H", "H", "H", "H", "H", "H", "H", "H", "H", "H", "C", "C", "S", "C", "C", "S", "C", "C", "S", "H", "H", "H", "H", "H", "H", "H", "H", "H", "H", "H", "H", "C", "C", "C", "C", "C", "C", "N", "N", "C", "C", "C", "C", "C", "C", "H", "H", "H", "H", "H", "H", "H", "H", "H", "C", "C", "C", "C", "C", "C", "C", "S", "O", "O", "N", "C", "C", "O", "O", "H", "H", "H", "H", "H", "H", "H", "H", "H"], "xyz": [[0.126, 1.027, 0.065], [1.959, 4.118, 1.598], [1.006, 4.090, 0.422], [-0.361, 4.318, 0.625], [-0.925, 4.650, 1.987], [-1.256, 4.223, -0.445], [-2.708, 4.585, -0.254], [-0.804, 3.784, -1.690], [-1.788, 3.455, -2.786], [0.568, 3.627, -1.920], [1.019, 3.202, -3.295], [1.478, 3.828, -0.874], [2.962, 3.725, -1.150], [2.213, 5.141, 1.897], [2.878, 3.582, 1.385], [1.528, 3.613, 2.460], [-1.757, 3.981, 2.220], [-1.308, 5.675, 2.016], [-0.187, 4.560, 2.779], [-3.130, 4.979, -1.178], [-2.823, 5.351, 0.514], [-3.303, 3.719, 0.039], [-1.430, 2.601, -3.359], [-1.928, 4.297, -3.476], [-2.756, 3.179, -2.373], [0.565, 3.830, -4.068], [0.706, 2.169, -3.473], [2.098, 3.240, -3.414], [3.555, 4.163, -0.351], [3.218, 4.255, -2.068], [3.275, 2.686, -1.275], [4.558, -4.224, -1.489], [3.075, -4.431, -1.773], [2.026, -3.296, -0.821], [1.147, -2.382, -2.111], [1.964, -1.472, -3.020], [2.576, 0.016, -2.182], [4.369, -0.207, -2.051], [4.906, -1.380, -1.237], [5.321, -2.805, -2.307], [5.127, -5.085, -1.852], [4.733, -4.148, -0.414], [2.804, -5.455, -1.498], [2.868, -4.307, -2.837], [0.457, -1.759, -1.539], [0.548, -3.069, -2.712], [1.280, -1.117, -3.792], [2.805, -1.990, -3.483], [4.672, 0.718, -1.551], [4.819, -0.199, -3.048], [4.184, -1.691, -0.484], [5.823, -1.089, -0.726], [-2.527, -4.186, 2.399], [-2.453, -3.461, 1.218], [-1.411, -2.569, 1.011], [-0.428, -2.419, 1.981], [-0.503, -3.135, 3.174], [-1.555, -4.014, 3.378], [0.627, -1.498, 1.682], [1.670, -1.758, 2.305], [2.808, -0.917, 2.066], [3.991, -1.552, 2.476], [5.212, -0.927, 2.300], [5.214, 0.349, 1.737], [4.014, 0.953, 1.368], [2.734, 0.374, 1.508], [-3.353, -4.867, 2.568], [-3.225, -3.560, 0.465], [-1.374, -1.951, 0.123], [0.267, -2.990, 3.920], [-1.621, -4.565, 4.310], [3.927, -2.544, 2.914], [6.136, -1.412, 2.595], [6.156, 0.874, 1.591], [4.102, 1.952, 0.937], [-6.530, -3.463, 2.965], [-5.782, -2.346, 2.285], [-4.830, -1.603, 2.973], [-4.094, -0.614, 2.334], [-4.307, -0.346, 0.991], [-5.267, -1.072, 0.295], [-5.993, -2.062, 0.938], [-3.284, 0.839, 0.106], [-2.593, 1.560, 1.177], [-4.252, 1.621, -0.660], [-2.266, 0.046, -0.713], [-2.538, -0.365, -2.074], [-1.272, -0.319, -2.963], [-1.313, -0.993, -4.013], [-0.312, 0.392, -2.557], [-6.617, -3.283, 4.038], [-6.011, -4.417, 2.835], [-7.535, -3.576, 2.555], [-4.643, -1.815, 4.021], [-3.339, -0.046, 2.861], [-5.437, -0.852, -0.752], [-6.737, -2.627, 0.385], [-3.286, 0.279, -2.556], [-2.921, -1.394, -2.127]], "gap_ev": 5.88, "energy_ha": -4172.90085, "fmax_ev_per_a": 0.4, "total_charge": -2, "e_homo_ev": -1.90, "relative_energy_kcal_mol": 4.0, "spin_multiplicity": 1}